{"formula": "C36H36FO12", "method": "ωB97M-V with the def2-TZVPD basis set", "symbols": ["H", "O", "C", "C", "H", "O", "F", "O", "H", "C", "O", "H", "H", "H", "C", "H", "C", "C", "C", "C", "O", "H", "H", "O", "H", "C", "C", "H", "H", "H", "O", "H", "C", "H", "C", "H", "C", "H", "H", "H", "C", "C", "C", "C", "C", "C", "O", "H", "C", "C", "H", "C", "H", "C", "O", "C", "H", "O", "C", "H", "H", "C", "C", "C", "C", "H", "H", "C", "H", "C", "O", "C", "H", "C", "H", "H", "H", "O", "C", "H", "C", "C", "H", "H", "H"], "coordinates": [[7.06059, -43.79869, 11.91170], [-1.75836, -37.87264, 20.61904], [4.40740, -42.09057, 14.19153], [7.73512, -37.92989, 20.32140], [1.14888, -42.09332, 18.62008], [2.69880, -40.81260, 17.21749], [4.37139, -38.80320, 16.02284], [6.13629, -36.30497, 14.97624], [-2.02851, -37.00297, 20.92286], [6.70421, -37.97532, 13.43404], [4.65665, -44.73241, 11.68136], [1.27294, -35.29899, 18.99678], [7.33443, -40.47074, 22.10316], [-0.47064, -35.72657, 20.42985], [3.48112, -44.46310, 18.82814], [5.50671, -40.04723, 15.30032], [2.09056, -42.62045, 18.57784], [6.97191, -36.75614, 14.01970], [0.83548, -36.26387, 18.78692], [7.33075, -39.18583, 20.65790], [5.47247, -36.96110, 17.68480], [5.93823, -38.61222, 13.85123], [9.78815, -35.96492, 12.31362], [9.44916, -38.20721, 11.02680], [1.70336, -44.20465, 19.96742], [8.91736, -36.53305, 12.60577], [8.09582, -36.00955, 13.59376], [5.76245, -40.68148, 20.23472], [0.86519, -39.22188, 17.17425], [5.64445, -37.00952, 15.40438], [7.92293, -39.83529, 21.68909], [4.54317, -46.05823, 19.15080], [1.88161, -36.03741, 11.23264], [7.72801, -41.99062, 13.47801], [5.45877, -38.90855, 19.12444], [9.49518, -39.15404, 10.87518], [6.34662, -43.31945, 12.56513], [7.55266, -36.22120, 18.98927], [4.74831, -37.41883, 17.25157], [1.98955, -35.58718, 10.25692], [7.16119, -37.17169, 19.32050], [7.52621, -38.49158, 12.44207], [5.02431, -43.73162, 12.55540], [4.27103, -42.54183, 17.66451], [5.72852, -41.65719, 14.22999], [2.35747, -43.79661, 19.21109], [2.34777, -37.04466, 17.07075], [3.69990, -44.74518, 11.75913], [5.99621, -37.66733, 18.71619], [-0.24254, -36.44840, 19.65958], [-1.06341, -35.03212, 12.01878], [3.04644, -41.99147, 17.86970], [8.37858, -35.06106, 14.02596], [-0.82010, -37.67622, 19.64976], [3.49736, -38.51324, 13.39347], [2.82791, -36.96806, 11.72984], [2.81934, -37.87357, 16.96069], [3.75755, -45.63394, 19.50347], [6.13230, -39.68215, 20.05885], [3.38265, -40.37357, 16.70640], [3.60259, -38.45250, 14.34575], [0.57948, -38.46622, 17.89103], [0.72243, -35.85605, 11.98523], [0.52104, -36.46321, 13.18147], [1.43873, -37.36790, 13.69122], [8.59036, -37.42176, 20.74183], [-0.41846, -36.24697, 13.66827], [6.69392, -42.29630, 13.41792], [4.63364, -39.28930, 18.54084], [1.24320, -37.24933, 17.85647], [6.18201, -40.70348, 15.11348], [4.09562, -43.17217, 13.42613], [3.05126, -43.43935, 13.36037], [2.61772, -37.56575, 12.98347], [5.31397, -44.50724, 17.78385], [5.02015, -41.97888, 17.12757], [7.29888, -39.44184, 11.98191], [-0.22769, -34.99153, 11.54813], [-0.44868, -38.67214, 18.80045], [-0.79596, -39.68953, 18.90388], [4.46531, -43.89726, 18.05607], [8.65197, -37.72029, 11.99110], [3.70422, -37.21519, 11.14897], [1.34865, -37.85307, 14.65190], [3.64562, -41.68853, 14.84304]], "forces_ev_per_a": [[0.1, 0.0, 0.0], [-0.9, -0.9, 0.2], [0.8, 0.4, 0.9], [1.6, 2.5, -1.0], [-0.2, -0.1, 0.4], [-0.9, -0.3, 1.0], [-0.1, 0.2, 0.2], [0.9, 1.1, 0.0], [-0.1, -0.1, 0.2], [0.8, -1.7, -0.7], [-0.1, 0.4, 0.3], [0.9, 0.0, -0.9], [-0.2, -0.2, -0.2], [-0.1, 0.2, -0.1], [1.6, -1.2, 1.4], [-0.8, 0.5, 0.4], [-1.7, 0.8, 0.7], [0.1, 0.7, 0.3], [-0.4, 0.5, 0.3], [-2.2, -1.4, 1.0], [1.4, 0.1, 1.8], [-0.3, 0.3, -0.3], [0.1, 0.0, -0.1], [1.2, 1.0, -0.7], [-0.1, -0.2, -0.2], [0.3, 1.5, 0.3], [-0.4, -0.5, 0.0], [0.1, -0.1, 0.3], [0.1, -0.3, 0.2], [-0.4, -0.6, -0.2], [0.4, 0.6, -0.5], [0.1, 0.1, -0.1], [0.3, -1.4, 0.7], [0.0, 0.2, 0.1], [0.8, -0.6, 0.0], [-0.7, -0.1, 0.4], [-0.5, -0.1, 0.1], [0.1, 0.0, 0.2], [-0.7, -0.9, -0.5], [0.0, 0.1, 0.0], [-0.7, -0.7, 0.1], [0.4, 1.4, 0.0], [0.0, -0.5, 0.0], [1.4, -2.1, -0.3], [0.8, -0.2, -0.1], [-0.9, -0.3, 0.1], [-0.2, 0.6, 0.1], [-0.2, -0.4, -0.3], [-0.6, 0.6, -1.5], [2.0, -0.1, -1.6], [0.2, -0.3, 0.3], [0.6, 2.0, -2.1], [-0.3, 0.0, 0.2], [-1.3, 0.1, 1.4], [0.7, -0.1, -0.3], [-1.0, 1.0, 0.2], [0.1, -0.6, -0.5], [-0.5, -0.5, 0.0], [-0.1, 0.7, -0.9], [0.8, 0.1, -0.2], [0.2, -0.3, 0.8], [-0.1, 0.6, -0.4], [0.2, 0.7, -0.6], [-0.1, -1.0, 1.1], [0.6, 0.7, -0.2], [0.2, -0.6, 0.6], [0.0, -0.1, 0.4], [-0.4, 0.7, 0.7], [-0.3, -0.2, 0.2], [-0.2, 0.7, 1.4], [0.5, -0.6, -0.5], [-0.4, -0.1, -1.5], [-0.1, -0.4, 0.0], [-0.5, -0.2, -1.1], [0.4, 0.3, 0.0], [0.2, -0.1, -0.2], [0.0, -0.1, 0.0], [-0.2, 1.0, -1.3], [0.7, -1.1, -0.6], [-0.6, 0.1, 0.0], [-0.4, 1.9, -0.6], [-2.0, -2.9, 0.5], [0.1, 0.0, 0.1], [-0.3, 0.0, 0.0], [0.0, 0.3, 0.0]], "e_lumo_ha": [0.001, -0.174], "mol_weight_g_mol": 679.7, "largest_force_ev_per_a": 3.553, "e_tot_ha": -2396.05693, "multiplicity": 2, "e_homo_ev": [-7.52, -7.21]}